[1]
Molecular formula: C23H24ClFN2O4
Method: DFT, wB97M-V/def2-TZVPD

Total charge = 0
SMILES string = COc1ccc(/C(O)=C2\C(=O)C(=O)N(CCCN(C)C)[C@@H]2c2ccccc2F)cc1Cl

Element x y z (Å)
C -7.321 -2.514 0.097
O -6.974 -1.162 -0.100
C -5.670 -0.831 -0.181
C -4.604 -1.727 -0.139
C -3.299 -1.283 -0.217
C -3.016 0.072 -0.344
C -1.642 0.574 -0.442
O -1.394 1.525 -1.368
C -0.615 0.160 0.339
C -0.664 -0.691 1.519
O -1.610 -1.267 2.008
C 0.762 -0.712 2.071
O 1.162 -1.308 3.047
N 1.515 0.052 1.250
C 2.933 0.245 1.449
C 3.758 -0.926 0.913
C 3.631 -1.089 -0.602
N 4.708 -1.896 -1.150
C 4.616 -3.284 -0.747
C 4.766 -1.781 -2.593
C 0.785 0.707 0.188
C 0.820 2.211 0.356
C 0.251 2.812 1.471
C 0.287 4.185 1.632
C 0.896 4.983 0.677
C 1.476 4.407 -0.439
C 1.431 3.032 -0.581
F 2.014 2.477 -1.667
C -4.077 0.979 -0.415
C -5.377 0.534 -0.328
Cl -6.682 1.660 -0.396
H -8.408 -2.528 0.168
H -6.891 -2.905 1.023
H -7.006 -3.135 -0.747
H -4.788 -2.784 -0.038
H -2.494 -1.999 -0.191
H -2.194 1.718 -1.876
H 3.225 1.180 0.965
H 3.104 0.331 2.527
H 3.432 -1.830 1.427
H 4.808 -0.752 1.152
H 3.702 -0.102 -1.067
H 2.642 -1.517 -0.852
H 3.676 -3.757 -1.075
H 4.685 -3.356 0.335
H 5.450 -3.833 -1.181
H 5.620 -2.348 -2.960
H 4.901 -0.736 -2.867
H 3.857 -2.159 -3.089
H 1.205 0.448 -0.792
H -0.224 2.189 2.215
H -0.161 4.634 2.505
H 0.923 6.054 0.800
H 1.961 5.002 -1.197
H -3.894 2.042 -0.492

Atoms 1-6, force components in eV/Å:
-0.06 -0.31 0.03
0.26 0.34 -0.05
0.08 0.19 -0.03
-0.23 -0.07 0.02
0.02 0.25 -0.11
-0.30 0.01 -0.16

Mulliken population analysis, charges in e, atoms 1 to 4: atom 1 (C): -0.88, atom 2 (O): -0.48, atom 3 (C): 0.94, atom 4 (C): -0.60

=====

[2]
Molecular formula: C23H24ClN8O7PdTe
Method: DFT, wB97M-V/def2-TZVPD

Total charge = +1
ΔE to the lowest compared entry with this formula, charge and spin = 34.0 kJ/mol

Element x y z (Å)
Pd -0.997 -0.679 -1.548
N -1.252 -2.606 -2.428
N -0.932 -2.385 -3.785
C -0.203 -1.293 -4.149
N -0.091 -1.034 -5.434
N 0.373 -0.641 -3.125
N 1.199 0.448 -3.354
O 1.617 0.977 -2.353
O 1.517 0.758 -4.490
H -0.805 -3.460 -2.107
H -2.262 -2.671 -2.302
H -1.451 -2.896 -4.483
H -0.632 -1.536 -6.117
H 0.468 -0.235 -5.705
O -3.380 0.331 1.422
C -2.880 -0.319 0.587
N -2.426 -1.083 -0.229
C 0.025 4.273 0.097
C -1.316 3.875 0.651
C -1.424 3.687 2.027
C -2.636 3.403 2.630
Cl -2.690 3.149 4.346
C -3.793 3.319 1.879
C -3.703 3.479 0.510
C -2.484 3.733 -0.111
O -2.581 3.934 -1.472
C -1.647 3.346 -2.360
C -1.665 1.815 -2.354
O -1.149 1.293 -1.281
O -2.050 1.172 -3.324
H 0.695 4.537 0.916
H -0.050 5.147 -0.551
H 0.486 3.464 -0.475
H -0.543 3.803 2.647
H -4.741 3.107 2.352
H -4.583 3.404 -0.114
H -0.629 3.669 -2.146
H -1.922 3.679 -3.357
Te 2.635 -2.006 -0.816
C 3.789 -2.789 0.737
C 4.979 -2.150 1.083
C 5.746 -2.654 2.122
C 5.325 -3.783 2.811
C 4.142 -4.420 2.461
C 3.375 -3.932 1.416
H 5.302 -1.265 0.551
H 6.672 -2.165 2.393
H 5.924 -4.172 3.623
H 3.821 -5.303 2.998
H 2.466 -4.444 1.128
N -2.036 -2.811 2.355
C -1.259 -1.944 3.053
O -1.229 -1.829 4.255
C -0.323 -1.116 2.204
C -0.216 0.258 2.401
C 0.665 0.985 1.618
C 1.454 0.328 0.697
N 1.351 -1.002 0.523
C 0.466 -1.714 1.250
H -2.735 -3.304 2.889
H -2.241 -2.601 1.385
H -0.833 0.740 3.150
H 0.746 2.058 1.712
H 2.157 0.841 0.057
H 0.398 -2.773 1.039

Atoms 1-6, force components in eV/Å:
-0.38 -0.23 -0.26
0.02 0.17 0.01
0.04 0.04 -0.05
-0.03 -0.08 0.00
0.04 0.00 -0.03
-0.31 0.13 0.13

Mulliken population analysis, charges in e, atoms 1 to 4: atom 1 (Pd): 0.38, atom 2 (N): -0.53, atom 3 (N): -0.16, atom 4 (C): 0.62

=====

The evaluated frontier orbital gap for the records listed, in turn: 8.21 6.51 eV.
The evaluated F_max for the records listed, in turn: 0.8 0.5 eV Å⁻¹.